C38H39ClN8PtSe2Si | ωB97M-V/def2-TZVPD

```
! RIJCOSX wB97M-V def2-TZVPD def2/J DEFGRID3
* xyz 2 1
C 3.93 2.73 1.07
C -5.64 1.89 1.14
N -0.22 -4.29 -1.38
H 1.79 0.31 -2.99
H 5.60 3.80 1.88
N -5.98 -0.40 0.39
H 3.06 -3.33 -1.79
C 3.87 3.96 3.14
Si 1.80 1.26 -0.08
H -6.70 2.05 1.32
H 0.68 -4.74 -1.33
N -0.41 -3.03 2.05
C -3.70 -4.17 2.82
C 2.47 -1.42 -1.02
H 2.45 3.90 -5.19
H -4.63 -3.70 3.09
C -2.37 -6.16 2.40
H -1.16 -1.61 -3.22
H -0.08 4.13 0.52
C 2.35 3.39 -4.24
H -0.47 -2.42 -0.54
H -1.30 1.69 -2.57
C -1.13 2.70 -2.23
C -3.58 -5.55 2.73
C -1.34 -4.05 2.23
H 1.99 3.94 4.18
H -1.17 5.93 -3.21
C 2.59 2.36 1.22
C 2.37 3.43 -1.83
H -2.92 -1.33 2.81
C -2.55 -3.44 2.56
H -0.28 -5.91 1.92
H 2.00 1.46 -5.12
H -2.31 -2.64 -2.36
H 0.65 -3.18 -2.92
Se -0.16 -0.16 2.34
C -1.27 -2.34 -2.41
C 1.91 2.81 2.35
H 3.67 -0.01 1.81
H 4.36 4.57 3.88
H 1.45 -3.66 2.76
C 4.57 3.52 2.02
N -3.44 -0.76 -0.04
H -4.45 -6.16 2.93
H 4.60 -3.81 0.09
C 2.49 4.09 -3.05
H 2.51 4.00 -0.92
C -4.70 2.84 1.35
H -0.92 -5.01 -1.31
C 2.10 2.06 -1.77
H -2.59 3.33 1.27
N -2.28 -2.07 2.57
C 1.97 1.37 -2.98
C -1.22 -5.43 2.15
H -0.73 -4.12 -3.46
H 4.89 -2.13 1.89
C 1.02 -3.25 1.85
Pt -0.48 1.23 0.34
H 1.16 -3.95 1.03
H 2.72 5.15 -3.07
N -2.86 1.42 0.65
C 2.54 3.60 3.30
C -1.00 -1.84 2.25
C -0.34 -3.54 -2.63
C -0.62 5.19 -1.28
N -0.92 -1.69 -1.12
C -1.05 5.06 -2.58
H 1.84 -1.23 -1.88
C 4.20 -1.94 1.07
H -1.63 3.63 -4.08
C 2.09 2.02 -4.20
H -0.28 -0.89 -1.20
Cl -0.24 6.73 -0.61
H 4.49 2.41 0.20
C -5.20 0.63 0.65
Se -4.95 -1.70 -0.20
C -0.45 4.06 -0.49
H -1.76 -1.32 -0.63
N -0.72 2.84 -0.96
C 4.04 -2.88 0.07
C 3.17 -2.62 -0.98
C -3.78 0.43 0.42
H 1.50 -2.31 1.61
H -2.32 -7.24 2.36
H 0.86 2.55 2.50
C 3.51 -0.74 1.02
C -1.31 3.78 -3.06
C -3.33 2.55 1.09
H -4.96 3.82 1.72
C 2.63 -0.44 -0.03
*
```

Results
highest occupied orbital energy: -0.481 hartree
electronic energy: -206289.2160 eV
E_LUMO: -6.58 eV
frontier orbital gap: 6.516 eV
maximum force: 0.50 eV Å⁻¹